[1]
ORCA calculation (ωB97M-V/def2-TZVPD) on a single C21H18N2OS2 molecule.

XYZ file:
```
44
C21H18N2OS2 | the Open Molecules 2025 dataset | ωB97M-V/def2-TZVPD
O 0.2811 -1.9041 -1.7804
C 1.5020 -1.2739 -1.8837
C 1.9771 -0.0696 -1.3734
C 1.3939 0.8627 -0.4112
C 0.5161 0.6389 0.5924
C 0.0983 1.5261 1.6727
C -0.7849 1.2012 2.5482
C -1.0874 1.9876 3.6777
N -1.8742 1.5199 4.5683
C -2.2662 2.2885 5.5565
C -2.3421 3.7326 5.5199
C -2.7050 4.4673 6.6518
C -3.0080 3.7454 7.8280
C -3.1301 2.3910 7.8993
C -2.5817 1.6384 6.7718
S 3.4038 0.4495 -2.1575
C 3.5386 -1.1078 -3.0518
S 4.9085 -1.3030 -4.0683
N 2.3844 -1.9628 -2.7944
C 2.1040 -3.1926 -3.5343
C 1.4332 -2.9071 -4.8382
C 1.7374 -3.7026 -5.9287
C 1.0159 -3.4861 -7.1332
C -0.0118 -2.4955 -7.2866
C -0.3485 -1.7938 -6.0903
C 0.3666 -2.0072 -4.8972
H -0.0795 -1.7006 -0.8492
H 1.6802 1.8527 -0.3143
H 0.2011 -0.3948 0.6741
H 0.3188 2.5165 1.5006
H -1.0735 0.1457 2.6152
H -0.5767 2.9897 3.6667
H -1.9335 4.2302 4.6946
H -2.5228 5.5522 6.6857
H -3.2108 4.2610 8.7180
H -3.5370 1.9119 8.7640
H -2.4378 0.5489 6.7659
H 3.1232 -3.6327 -3.7492
H 1.4692 -3.7635 -2.8867
H 2.4132 -4.4941 -5.8193
H 1.2769 -4.1573 -7.9946
H -0.5778 -2.5584 -8.2469
H -1.1233 -1.1285 -6.2193
H 0.0692 -1.4219 -4.0627
```

Results
- energy (eV) = -48763.3113
- net charge = 0
- energy above the lowest of the compared OMol25 structures with the same formula, charge and spin (kcal/mol) = 91.4
- SMILES = Oc1c(/C=C/C=C/C=N/c2ccccc2)sc(=S)n1Cc1ccccc1

natural (NBO) atomic charge list, values in e, 5 entries: atom 1 (O): -0.672, atom 2 (C): 0.494, atom 3 (C): -0.389, atom 4 (C): -0.171, atom 5 (C): -0.199

***

[2]
ORCA calculation (ωB97M-V/def2-TZVPD) on a single C21H18N4O2S3 molecule.

XYZ file:
```
48
C21H18N4O2S3 | the Open Molecules 2025 dataset | ωB97M-V/def2-TZVPD
C -6.0650 2.7181 -1.0006
C -4.7136 2.2304 -1.3885
C -4.1892 2.4334 -2.6262
C -2.9047 1.7925 -2.7193
O -2.1224 2.1714 -3.5922
N -2.5999 1.2117 -1.4829
C -1.2526 1.3547 -1.0534
C -0.3527 0.3311 -1.1586
C 1.0992 0.5570 -0.8697
N 1.8338 -0.5148 -1.5769
C 3.2158 -0.4895 -1.7825
C 3.8384 -1.0100 -2.9144
C 5.3308 -0.9346 -3.1244
C 6.0829 -0.5135 -1.8983
O 7.2764 -0.7459 -1.8624
C 5.3949 0.1473 -0.7680
C 4.0104 0.1392 -0.7382
C 1.0534 -1.6001 -1.9290
S 1.5163 -3.1496 -2.2759
S -0.6527 -1.2783 -1.7665
N -3.7439 1.5074 -0.6329
C -4.1210 0.7414 0.4920
S -4.9189 1.4688 1.7744
N -3.6075 -0.5179 0.6257
C -3.5746 -1.3146 1.7694
C -4.6204 -1.4593 2.6676
C -4.4637 -2.2119 3.8083
C -3.2718 -2.8563 4.1074
C -2.2704 -2.8508 3.1631
C -2.4020 -2.0718 2.0184
H -6.0317 3.2865 -0.0728
H -6.7386 1.8829 -0.8852
H -6.4377 3.3785 -1.7835
H -4.6367 2.9579 -3.4163
H -0.9972 2.3652 -0.7523
H 1.2341 0.5076 0.2033
H 1.4388 1.5563 -1.1944
H 3.1937 -1.4688 -3.6548
H 5.4697 -0.1995 -3.9539
H 5.7173 -1.9200 -3.4587
H 5.9563 0.5865 0.0353
H 3.5678 0.6007 0.1173
H -2.9487 -0.7605 -0.1425
H -5.5736 -0.9527 2.5528
H -5.3409 -2.2563 4.4686
H -3.1647 -3.4451 5.0042
H -1.3596 -3.3907 3.4434
H -1.6381 -2.0907 1.2532
```

Results
- energy (eV) = -64627.1181
- net charge = 0
- energy above the lowest of the compared OMol25 structures with the same formula, charge and spin (kcal/mol) = 0.0
- SMILES = Cc1cc(=O)n(/C=C2/CN(C3=CCC(=O)C=C3)C(=S)S2)n1C(=S)Nc1ccccc1

natural (NBO) atomic charge list, values in e, 5 entries: atom 1 (C): -0.656, atom 2 (C): 0.265, atom 3 (C): -0.358, atom 4 (C): 0.610, atom 5 (O): -0.599

***

[3]
ORCA calculation (ωB97M-V/def2-TZVPD) on C21H19BF3N12O2SV as an isolated structure.

XYZ file:
```
60
C21H19BF3N12O2SV | the Open Molecules 2025 dataset | ωB97M-V/def2-TZVPD
V 0.0719 0.1633 0.2598
C -0.0212 -1.5030 4.1960
C 0.1795 -1.6112 2.8265
N -0.1927 -0.4846 2.2186
N -0.6617 0.3563 3.1700
C -0.5451 -0.2339 4.3676
B -1.2477 1.7303 2.7113
N -0.0721 2.5393 2.1069
C 0.3932 3.7762 2.3310
C 1.3856 4.0481 1.4047
C 1.4572 2.9064 0.6208
N 0.5890 1.9940 1.0587
N -2.2267 1.4555 1.5385
C -3.4964 1.8594 1.4016
C -3.9645 1.4297 0.1728
C -2.8952 0.7496 -0.3929
N -1.8554 0.7631 0.4433
N -1.9948 2.4507 3.8018
C -2.7456 1.9903 4.8401
C -3.4293 3.0495 5.3735
C -3.0328 4.1486 4.5884
N -2.1930 3.7853 3.6412
H 0.1867 -2.2292 4.9604
H 0.5849 -2.4262 2.2493
H -0.8044 0.2800 5.2753
H -0.0346 4.3799 3.1095
H 1.9535 4.9546 1.3020
H 2.0821 2.6883 -0.2310
H -3.9722 2.4369 2.1759
H -4.9372 1.6020 -0.2507
H -2.8017 0.2844 -1.3593
H -2.8096 0.9465 5.0915
H -4.1130 3.0295 6.2031
H -3.3326 5.1807 4.6691
N -2.3564 -1.9154 -2.2565
C -1.0236 -1.8933 -2.1003
S 0.0795 -2.1318 -3.2819
N -0.7084 -1.6307 -0.7177
N 0.5414 -1.6079 -0.4059
C 1.6654 -2.1713 -0.6047
C 2.7268 -1.4387 0.0824
C 4.0297 -1.8840 0.1938
C 4.9145 -1.1520 0.9733
C 4.4553 -0.0197 1.6203
C 3.1365 0.3716 1.4393
N 2.2854 -0.3001 0.6670
H -2.7306 -2.1747 -3.1537
H -2.9383 -2.0023 -1.4382
H 1.7778 -3.0810 -1.1781
H 4.3360 -2.7892 -0.3112
H 5.9407 -1.4744 1.0833
H 5.1002 0.5682 2.2569
H 2.7507 1.2550 1.9273
F -1.0747 1.1286 -4.0524
C -0.0601 1.8682 -3.5676
F 1.0874 1.2996 -3.9428
F -0.1295 3.0796 -4.1035
C -0.2001 1.9254 -2.0257
O -0.7496 2.8371 -1.4769
O 0.2802 0.8322 -1.4730
```

Results
- energy (eV) = -89412.1313
- net charge = +1
- multiplicity = 2
- ⟨S²⟩ = 0.82

natural (NBO) atomic charge list, values in e, 5 entries: atom 1 (V): 1.407, atom 2 (C): -0.318, atom 3 (C): 0.013, atom 4 (N): -0.345, atom 5 (N): -0.306

***

[4]
ORCA calculation (ωB97M-V/def2-TZVPD) on C21H19Br2F2N4O2SZn as an isolated structure.

XYZ file:
```
52
C21H19Br2F2N4O2SZn | the Open Molecules 2025 dataset | ωB97M-V/def2-TZVPD
Zn 0.5882 -0.9122 0.2652
Br 4.0636 1.1647 6.1230
C 3.3681 0.9785 4.3720
C 4.1647 0.4772 3.3621
C 3.5944 0.3540 2.1018
N 2.3473 0.6994 1.8262
C 1.5957 1.1823 2.8125
C 2.0610 1.3419 4.1160
C 0.2086 1.5540 2.4286
C -0.4925 2.5611 3.0824
C -1.7616 2.8557 2.6211
Br -2.7638 4.2186 3.4760
C -2.2915 2.1837 1.5404
C -1.5106 1.2010 0.9447
N -0.2960 0.8855 1.3929
H 5.1863 0.1776 3.5438
H 4.1687 -0.0505 1.2777
H 1.4231 1.7081 4.9062
H -0.0572 3.1190 3.8978
H -3.2757 2.4049 1.1542
H -1.8035 0.6386 0.0590
C -3.2847 -3.0683 -3.1346
S -1.9282 -2.0158 -2.3729
O -1.4491 -1.3446 -3.6168
C -3.1594 -0.9764 -1.5740
C -3.4578 0.2655 -2.1123
C -4.3885 1.0813 -1.4876
C -5.0314 0.6586 -0.3274
C -4.7310 -0.5891 0.2038
C -3.7953 -1.4068 -0.4191
H -3.9398 -2.4509 -3.7476
H -3.8613 -3.5896 -2.3639
H -2.7698 -3.7947 -3.7636
H -2.9278 0.5757 -3.0066
H -4.6145 2.0557 -1.9047
H -5.7578 1.2995 0.1580
H -5.2218 -0.9273 1.1086
H -3.5449 -2.3745 0.0031
O -0.6151 -0.5682 -1.1478
N 1.3628 -0.4950 -2.3351
C 1.9366 -0.0221 -3.4347
C 3.2762 0.2454 -3.1548
C 3.4160 -0.1089 -1.8165
N 2.2523 -0.5403 -1.3130
H 0.2206 -0.6068 -1.8917
H 1.3576 0.0795 -4.3380
H 4.0398 0.6121 -3.8217
H 4.3087 -0.0985 -1.2070
F 2.4534 -2.4439 1.9311
C 1.0808 -2.3428 1.6422
F 0.4914 -2.0838 2.8970
H 0.7852 -3.3732 1.4167
```

Results
- energy (eV) = -236913.9157
- net charge = -1
- energy above the lowest of the compared OMol25 structures with the same formula, charge and spin (kcal/mol) = 0.0

natural (NBO) atomic charge list, values in e, 5 entries: atom 1 (Zn): 1.530, atom 2 (Br): 0.050, atom 3 (C): -0.038, atom 4 (C): -0.285, atom 5 (C): 0.092

***

Question: What is the formula in the fourth record?
Answer: C21H19Br2F2N4O2SZn

***

Question: net charge of number 3 (C21H19BF3N12O2SV)?
Answer: +1

***

Repeat the third record exactly.
ORCA calculation (ωB97M-V/def2-TZVPD) on C21H19BF3N12O2SV as an isolated structure.

XYZ file:
```
60
C21H19BF3N12O2SV | the Open Molecules 2025 dataset | ωB97M-V/def2-TZVPD
V 0.0719 0.1633 0.2598
C -0.0212 -1.5030 4.1960
C 0.1795 -1.6112 2.8265
N -0.1927 -0.4846 2.2186
N -0.6617 0.3563 3.1700
C -0.5451 -0.2339 4.3676
B -1.2477 1.7303 2.7113
N -0.0721 2.5393 2.1069
C 0.3932 3.7762 2.3310
C 1.3856 4.0481 1.4047
C 1.4572 2.9064 0.6208
N 0.5890 1.9940 1.0587
N -2.2267 1.4555 1.5385
C -3.4964 1.8594 1.4016
C -3.9645 1.4297 0.1728
C -2.8952 0.7496 -0.3929
N -1.8554 0.7631 0.4433
N -1.9948 2.4507 3.8018
C -2.7456 1.9903 4.8401
C -3.4293 3.0495 5.3735
C -3.0328 4.1486 4.5884
N -2.1930 3.7853 3.6412
H 0.1867 -2.2292 4.9604
H 0.5849 -2.4262 2.2493
H -0.8044 0.2800 5.2753
H -0.0346 4.3799 3.1095
H 1.9535 4.9546 1.3020
H 2.0821 2.6883 -0.2310
H -3.9722 2.4369 2.1759
H -4.9372 1.6020 -0.2507
H -2.8017 0.2844 -1.3593
H -2.8096 0.9465 5.0915
H -4.1130 3.0295 6.2031
H -3.3326 5.1807 4.6691
N -2.3564 -1.9154 -2.2565
C -1.0236 -1.8933 -2.1003
S 0.0795 -2.1318 -3.2819
N -0.7084 -1.6307 -0.7177
N 0.5414 -1.6079 -0.4059
C 1.6654 -2.1713 -0.6047
C 2.7268 -1.4387 0.0824
C 4.0297 -1.8840 0.1938
C 4.9145 -1.1520 0.9733
C 4.4553 -0.0197 1.6203
C 3.1365 0.3716 1.4393
N 2.2854 -0.3001 0.6670
H -2.7306 -2.1747 -3.1537
H -2.9383 -2.0023 -1.4382
H 1.7778 -3.0810 -1.1781
H 4.3360 -2.7892 -0.3112
H 5.9407 -1.4744 1.0833
H 5.1002 0.5682 2.2569
H 2.7507 1.2550 1.9273
F -1.0747 1.1286 -4.0524
C -0.0601 1.8682 -3.5676
F 1.0874 1.2996 -3.9428
F -0.1295 3.0796 -4.1035
C -0.2001 1.9254 -2.0257
O -0.7496 2.8371 -1.4769
O 0.2802 0.8322 -1.4730
```

Results
- energy (eV) = -89412.1313
- net charge = +1
- multiplicity = 2
- ⟨S²⟩ = 0.82

natural (NBO) atomic charge list, values in e, 5 entries: atom 1 (V): 1.407, atom 2 (C): -0.318, atom 3 (C): 0.013, atom 4 (N): -0.345, atom 5 (N): -0.306